ORCA calculation (ωB97M-V with the def2-TZVPD basis set) on a structure of composition C47H48Br2FeN10O2PS3.

Its spin multiplicity is 2. Its gap between HOMO and LUMO (spin up / spin down) is 5.43 / 5.27 eV. The calculation puts the highest occupied orbital energy (spin up / spin down) at -6.841 / -6.853 eV. As for the expectation value of S²: 0.825. The value obtained for the molar mass is 1127.8 g mol⁻¹.

```
114
C47H48Br2FeN10O2PS3, DFT ωB97M-V with the def2-TZVPD basis set
Fe 1.02 0.78 0.68
C 1.51 -3.76 4.01
C 2.62 -2.94 4.16
C 2.85 -1.90 3.27
C 1.96 -1.66 2.22
C 0.85 -2.48 2.07
C 0.63 -3.53 2.96
N 2.18 -0.58 1.33
C 3.39 -0.53 0.69
C 4.32 -1.60 0.59
C 5.50 -1.41 -0.07
C 5.85 -0.18 -0.66
C 4.97 0.87 -0.58
C 3.74 0.68 0.06
N 2.77 1.67 0.27
N 3.09 2.84 0.09
C 2.25 3.84 0.66
C 2.28 5.10 0.09
C 1.55 6.11 0.70
C 0.86 5.82 1.85
C 0.91 4.52 2.36
N 1.59 3.55 1.77
H 1.33 -4.57 4.70
H 3.31 -3.10 4.98
H 3.71 -1.24 3.40
H 0.15 -2.29 1.27
H -0.25 -4.15 2.84
H 4.08 -2.56 1.03
H 6.20 -2.24 -0.14
H 6.79 -0.06 -1.17
H 5.19 1.84 -1.01
H 2.85 5.26 -0.82
H 1.54 7.11 0.28
H 0.29 6.57 2.38
H 0.39 4.26 3.27
C 0.43 0.10 4.17
C -0.56 0.98 3.50
C -1.66 1.46 4.25
C -2.57 2.31 3.71
C -2.38 2.75 2.38
C -3.18 3.72 1.73
Br -4.65 4.50 2.63
C -2.89 4.13 0.47
C -1.78 3.59 -0.21
Br -1.37 4.27 -1.93
C -0.99 2.62 0.35
O 0.07 2.09 -0.23
C -1.29 2.22 1.68
N -0.41 1.31 2.23
H 0.37 0.22 5.26
H 1.44 0.34 3.84
H 0.23 -0.95 3.95
H -1.77 1.12 5.28
H -3.41 2.66 4.28
H -3.49 4.89 -0.02
S -4.68 -2.06 5.14
C -4.21 -1.80 3.56
S -2.53 -1.69 3.11
C -2.95 -1.27 1.46
N -4.23 -1.27 1.26
N -4.92 -1.58 2.43
C -6.35 -1.56 2.30
C -6.92 -0.71 1.36
C -8.30 -0.67 1.21
C -9.11 -1.48 1.99
C -8.54 -2.34 2.91
C -7.16 -2.39 3.07
S -1.72 -0.93 0.31
H -6.27 -0.10 0.75
H -8.73 -0.01 0.47
H -10.19 -1.44 1.87
H -9.16 -2.98 3.52
H -6.72 -3.07 3.79
O 1.04 -0.13 -1.11
P 1.26 -0.61 -2.53
N 2.61 0.08 -3.17
C 3.23 -0.38 -4.43
C 4.28 0.70 -4.68
C 3.52 1.97 -4.31
C 2.66 1.56 -3.11
N -0.04 -0.23 -3.43
C -0.27 -0.76 -4.79
C -1.79 -0.87 -4.86
C -2.24 0.37 -4.09
C -1.26 0.44 -2.91
N 1.53 -2.22 -2.76
C 2.80 -2.81 -2.29
C 2.39 -3.93 -1.34
C 1.07 -4.41 -1.93
C 0.39 -3.13 -2.42
H 2.51 -0.41 -5.26
H 3.65 -1.37 -4.31
H 4.64 0.69 -5.71
H 5.13 0.54 -4.01
H 2.88 2.27 -5.15
H 4.17 2.81 -4.08
H 1.66 2.00 -3.15
H 3.11 1.87 -2.18
H 0.25 -1.71 -4.93
H 0.09 -0.05 -5.55
H -2.12 -1.78 -4.34
H -2.15 -0.91 -5.88
H -3.27 0.31 -3.74
H -2.14 1.25 -4.72
H -1.65 -0.10 -2.05
H -1.05 1.45 -2.61
H 3.43 -2.05 -1.82
H 3.35 -3.22 -3.15
H 2.24 -3.53 -0.34
H 3.14 -4.72 -1.29
H 0.44 -4.94 -1.21
H 1.26 -5.08 -2.77
H -0.23 -2.70 -1.64
H -0.23 -3.30 -3.30
```